{"formula": "C4H8ClIN3", "method": "ωB97M-V/def2-TZVPD", "spin_multiplicity": 3, "total_charge": 1, "total_energy_ha": -1078.886601, "e_homo_ev": [-9.716, -13.902], "species": ["C", "C", "C", "C", "N", "N", "N", "Cl", "I", "H", "H", "H", "H", "H", "H", "H", "H"], "coordinates": [[-0.9893, -0.3680, -1.2104], [-1.6801, 0.0486, -0.1486], [0.4758, 0.9337, 0.8441], [1.2438, -0.2373, 0.2310], [-0.7656, 0.4963, 1.1775], [1.0968, -1.3833, 0.9015], [0.4473, -0.0777, -1.3909], [0.6828, 2.5525, -0.2213], [-3.7445, -0.1252, 0.0192], [-1.5998, -0.8338, -2.0378], [1.0375, 0.9827, 1.8601], [2.3404, 0.1390, 0.0553], [-1.3968, 1.0720, 1.6770], [0.2002, -1.4227, 1.4095], [1.4170, -2.3128, 0.5884], [0.7800, -0.5106, -2.3261], [0.4545, 1.0466, -1.4287]]}

{"formula": "C4H8ClN", "method": "ωB97M-V/def2-TZVPD", "spin_multiplicity": 1, "smiles": "[H]/N=C(\\Cl)C(C)C", "total_energy_ha": -672.115584, "e_homo_ev": -10.049, "species": ["H", "N", "C", "Cl", "C", "C", "C", "H", "H", "H", "H", "H", "H", "H"], "coordinates": [[-2.0685, 1.7845, -1.4784], [-1.2262, 1.4995, -0.8765], [-1.1956, 0.5296, -0.1450], [-2.7749, -0.3559, 0.4395], [0.0459, -0.2610, 0.4550], [1.1449, 0.7379, 0.9237], [0.5542, -1.2783, -0.6846], [-0.3727, -0.8908, 1.3557], [1.6210, 1.3292, 0.1335], [0.7070, 1.5448, 1.5434], [1.7164, -0.0833, 1.4113], [1.4061, -1.8421, -0.4199], [0.7518, -0.7774, -1.6302], [-0.3096, -1.9366, -1.0275]]}

{"formula": "C4H8ClN", "method": "ωB97M-V/def2-TZVPD", "spin_multiplicity": 1, "total_energy_ha": -671.944696, "e_homo_ev": [-8.814, -8.114], "species": ["C", "C", "C", "C", "N", "Cl", "H", "H", "H", "H", "H", "H", "H", "H"], "coordinates": [[-2.7358, -1.2409, 1.7784], [-2.3589, -0.4884, 0.7361], [0.5968, 0.9590, -1.0834], [0.9570, 0.6896, 1.3021], [0.0727, 1.0707, 0.2050], [-2.7781, 0.2364, -0.6470], [-3.8057, -1.5164, 1.9709], [-1.9445, -1.6518, 2.4784], [-0.1403, 0.4852, -1.6821], [0.6191, 1.9994, -1.5426], [1.5657, 0.6372, -1.4467], [2.0012, 0.6933, 0.9966], [0.6215, 1.3019, 2.1943], [0.6790, -0.3336, 1.5419]]}

{"formula": "C4H8ClNO", "method": "ωB97M-V/def2-TZVPD", "spin_multiplicity": 1, "smiles": "NC/C=C(/Cl)CO", "total_energy_ha": -747.305803, "e_homo_ev": -9.156, "species": ["N", "C", "C", "C", "Cl", "C", "O", "H", "H", "H", "H", "H", "H", "H", "H"], "coordinates": [[-1.9697, -0.3107, -0.8078], [-1.2314, -1.0531, 0.3211], [0.3129, -1.3529, 0.0021], [1.1674, -0.3373, -0.0270], [2.8207, -0.6028, -0.4325], [1.0197, 1.0661, 0.4612], [0.2156, 1.7824, -0.4707], [-1.5872, -0.7219, -1.6885], [-1.4552, 0.6542, -0.6911], [-1.6811, -1.9960, 0.6727], [-1.2157, -0.1765, 1.0581], [0.5728, -2.5099, -0.0508], [2.0203, 1.5874, 0.4315], [0.5992, 1.0984, 1.5153], [0.4117, 2.8724, -0.2935]]}

Please write out number 4 again, unchanged.
{"formula": "C4H8ClNO", "method": "ωB97M-V/def2-TZVPD", "spin_multiplicity": 1, "smiles": "NC/C=C(/Cl)CO", "total_energy_ha": -747.305803, "e_homo_ev": -9.156, "species": ["N", "C", "C", "C", "Cl", "C", "O", "H", "H", "H", "H", "H", "H", "H", "H"], "coordinates": [[-1.9697, -0.3107, -0.8078], [-1.2314, -1.0531, 0.3211], [0.3129, -1.3529, 0.0021], [1.1674, -0.3373, -0.0270], [2.8207, -0.6028, -0.4325], [1.0197, 1.0661, 0.4612], [0.2156, 1.7824, -0.4707], [-1.5872, -0.7219, -1.6885], [-1.4552, 0.6542, -0.6911], [-1.6811, -1.9960, 0.6727], [-1.2157, -0.1765, 1.0581], [0.5728, -2.5099, -0.0508], [2.0203, 1.5874, 0.4315], [0.5992, 1.0984, 1.5153], [0.4117, 2.8724, -0.2935]]}